[1]
{
  "formula": "C19H15ClF3N7O2",
  "method": "wB97M-V/def2-TZVPD",
  "lumo_ev": 0.38,
  "total_energy_ha": -2026.61306,
  "smiles": "Cn1ccc2ncnc(Oc3ccc(NC(=O)Nc4cnn(CC(F)(F)F)c4)c(Cl)c3)c21",
  "species": ["C", "N", "C", "C", "C", "N", "C", "N", "C", "O", "C", "C", "C", "C", "N", "C", "O", "N", "C", "C", "N", "N", "C", "C", "F", "F", "F", "C", "C", "Cl", "C", "C", "H", "H", "H", "H", "H", "H", "H", "H", "H", "H", "H", "H", "H", "H", "H"],
  "xyz": [[2.8560, 2.8048, 5.1109], [4.0966, 3.1755, 4.3894], [5.3913, 3.2789, 4.9189], [6.2832, 3.5730, 3.8903], [5.4616, 3.6479, 2.7116], [5.8671, 3.9542, 1.4988], [4.9765, 3.9049, 0.5185], [3.7206, 3.5757, 0.7279], [3.2834, 3.2369, 1.9489], [1.9984, 2.8338, 2.2272], [1.3808, 1.9758, 1.3421], [-0.0008, 2.0648, 1.1201], [-0.6594, 1.2287, 0.2251], [0.0086, 0.1793, -0.4037], [-0.5538, -0.7414, -1.2928], [-1.9197, -1.0217, -1.5434], [-2.8253, -0.3304, -1.1540], [-2.2151, -2.1556, -2.3111], [-3.4006, -2.8834, -2.3161], [-4.5796, -2.6867, -1.5075], [-5.5415, -3.4324, -1.9122], [-5.0454, -4.1585, -2.9600], [-5.8876, -5.1457, -3.7322], [-6.0403, -4.8202, -5.2195], [-6.9891, -5.5087, -5.8441], [-6.3333, -3.5118, -5.3785], [-4.8824, -5.0229, -5.8971], [-3.7322, -3.8534, -3.2425], [1.3907, 0.0847, -0.1817], [2.3851, -1.0967, -0.9487], [2.0305, 0.9570, 0.6426], [4.1584, 3.3355, 3.0044], [2.5155, 1.8335, 4.7013], [2.0628, 3.5183, 4.9483], [3.0461, 2.7082, 6.1850], [5.7122, 3.1529, 5.9623], [7.3617, 3.7338, 3.9622], [5.2745, 4.1790, -0.4705], [-0.5457, 2.8479, 1.6093], [-1.7547, 1.2762, 0.0352], [0.1178, -1.3486, -1.7660], [-1.4385, -2.5625, -2.8342], [-4.7150, -1.9628, -0.6837], [-6.8944, -5.2020, -3.2835], [-5.4304, -6.1058, -3.5855], [-3.1001, -4.3356, -3.9918], [3.1054, 0.8257, 0.7798]],
  "forces_ev_per_a": [[0.763, -0.930, -0.460], [-0.494, -0.446, 0.870], [0.716, 0.367, -1.549], [-1.201, -0.168, 0.914], [2.033, 0.297, -0.104], [1.182, 0.281, -1.852], [0.454, 0.142, 2.110], [-2.690, -1.196, 0.487], [0.567, 0.531, -0.938], [0.236, 0.025, -0.661], [-1.389, -0.884, -1.307], [0.698, 0.379, 0.013], [-1.051, -0.692, 0.037], [0.445, 0.093, -0.404], [-1.023, -1.293, -1.153], [0.007, -0.063, -0.167], [-0.200, 0.487, 0.807], [2.565, 0.108, 0.063], [-0.934, 0.393, -0.115], [2.034, 1.590, 0.412], [-1.212, -1.910, -1.595], [-0.866, -0.873, -0.983], [0.069, 1.000, 1.373], [0.778, 1.334, -0.013], [-0.087, -0.431, 0.348], [-0.053, -0.272, 0.106], [-0.188, -0.193, 0.234], [-0.247, 0.519, 0.985], [-0.725, 0.204, -0.029], [-0.029, -0.460, -0.331], [1.552, 0.955, 1.378], [-0.328, -0.043, 2.149], [0.063, 0.437, 0.443], [-0.042, 0.367, -0.085], [0.120, 0.052, -0.326], [-0.964, -0.005, -0.472], [-0.632, -0.064, -0.055], [0.140, 0.076, -0.452], [-0.250, 0.253, 0.181], [1.053, 0.269, 0.321], [-0.327, 0.311, 0.468], [-0.460, 0.079, 0.408], [0.129, -0.669, -0.722], [0.527, 0.360, -0.102], [0.176, -0.604, -0.331], [-0.649, 0.191, 0.191], [-0.265, 0.093, -0.093]]
}



[2]
{
  "formula": "CH6N3O",
  "method": "wB97M-V/def2-TZVPD",
  "lumo_ev": [-5.61, -6.16],
  "charge": 1,
  "total_energy_ha": -280.78446,
  "relative_energy_ev": 4.052,
  "smiles": "CN(N)[NH+]=O",
  "species": ["C", "N", "N", "N", "O", "H", "H", "H", "H", "H", "H"],
  "xyz": [[-1.2030, -0.5433, -0.0377], [0.0774, 0.1373, -0.1695], [0.2627, 1.4578, -0.0890], [1.2549, -0.6564, -0.2066], [2.3464, -0.1549, -0.0481], [-1.0458, -1.5025, 0.5115], [-1.7194, -0.6732, -1.0538], [-1.8313, 0.1246, 0.6432], [-0.4937, 1.8940, 0.4209], [1.2485, 1.5490, 0.0465], [1.1032, -1.6323, -0.0175]],
  "forces_ev_per_a": [[-1.489, 0.390, 0.030], [2.433, -2.878, -0.002], [-0.524, -1.650, -0.773], [-2.860, 2.811, 0.883], [0.254, 0.565, -0.441], [-0.185, 0.680, -0.671], [0.803, 0.143, 1.548], [0.651, -0.985, -0.997], [0.439, 0.515, 0.166], [0.906, 1.338, 0.562], [-0.428, -0.929, -0.306]]
}



[3]
{
  "formula": "C4H6O2",
  "method": "wB97M-V/def2-TZVPD",
  "lumo_ev": 1.00,
  "total_energy_ha": -306.38618,
  "relative_energy_ev": 3.269,
  "smiles": "CC1OC=CO1",
  "species": ["C", "C", "O", "C", "C", "O", "H", "H", "H", "H", "H", "H"],
  "xyz": [[-1.0012, 0.8976, 0.5379], [-0.7001, -0.3604, -0.0798], [0.1699, -1.0386, 0.7987], [1.4279, -0.6266, 0.2301], [1.2624, -0.2580, -1.0404], [-0.0413, -0.1649, -1.4741], [-0.2197, 1.5906, 0.2344], [-1.1735, 0.6716, 1.6246], [-2.1012, 1.2972, 0.1324], [-1.5009, -1.0962, -0.1648], [2.0840, -1.1080, 0.9879], [1.7937, 0.1957, -1.7869]],
  "forces_ev_per_a": [[-4.377, 2.448, -0.165], [-1.128, -2.859, -1.412], [1.475, 0.846, -2.166], [-0.408, -2.436, 1.789], [-0.895, 0.113, 0.852], [-1.031, -0.954, 3.892], [-0.128, 0.400, 0.738], [0.557, 0.776, -0.971], [2.984, -0.750, 0.880], [-0.442, 0.612, -0.659], [0.859, 1.304, -1.556], [2.533, 0.500, -1.221]]
}